A structure of composition C44H28Cl2CsF3N6O3Se, computed with ωB97M-V/def2-TZVPD.

```
! RIJCOSX wB97M-V def2-TZVPD def2/J DEFGRID3
* xyz -2 1
Cs 1.99889 -0.98202 1.66619
C -3.64831 9.94262 -8.04755
O -4.36359 9.25913 -7.05231
C -3.72079 8.30048 -6.31237
C -2.38091 7.94505 -6.44440
C -1.85420 6.95563 -5.64316
C -2.63501 6.29259 -4.69371
C -3.97857 6.66391 -4.56371
C -4.50856 7.65178 -5.36021
C -2.02026 5.26963 -3.88774
N -0.74529 4.93967 -3.95345
C -0.55458 3.95951 -3.03269
C -1.75926 3.68175 -2.38424
N -2.67913 4.52258 -2.94375
C -1.88319 2.72812 -1.34949
C -3.07964 2.42142 -0.68424
C -3.05030 1.50355 0.33626
C -1.81877 0.93379 0.68507
N -0.69820 1.19196 0.05704
C -0.69438 2.05166 -0.96050
C 0.55825 2.28668 -1.65918
N 1.62316 1.56682 -1.28865
C 2.76202 1.74289 -1.91398
C 2.94143 2.66954 -2.94734
C 1.86884 3.43632 -3.33666
C 0.63603 3.24697 -2.69888
H -4.36455 10.62900 -8.50037
H -3.26462 9.26159 -8.81428
H -2.81301 10.51418 -7.62978
H -1.73889 8.42977 -7.16364
H -0.81970 6.66374 -5.72591
H -4.61787 6.18585 -3.83640
H -5.54267 7.94561 -5.26555
H -3.65379 4.56744 -2.70654
H -4.00647 2.90401 -0.97384
H -3.94605 1.22167 0.86815
H -1.74562 0.22431 1.49927
H 3.59326 1.12967 -1.59215
H 3.90718 2.77576 -3.41576
H 1.94363 4.17713 -4.11881
F -8.14579 -1.93313 2.29644
C -7.41205 -2.38988 1.25234
F -7.92243 -3.63091 1.00880
F -7.80565 -1.64961 0.19393
C -5.95295 -2.35981 1.50191
C -5.05159 -2.06147 0.47733
C -3.70727 -1.98367 0.74382
C -3.20625 -2.19279 2.04701
C -4.13051 -2.55366 3.04946
C -5.47352 -2.63284 2.78547
C -1.85586 -1.97893 2.36080
C -0.71146 -1.66319 2.69074
H -5.42118 -1.88319 -0.52343
H -3.01328 -1.74398 -0.04997
H -3.76080 -2.75470 4.04491
H -6.17347 -2.89290 3.56765
Cl 5.12659 -3.12088 5.02767
C 3.96731 -4.07898 5.87019
C 3.78988 -3.92240 7.23491
C 2.81568 -4.65543 7.89142
C 2.01833 -5.54562 7.19455
C 2.21963 -5.70267 5.83579
Cl 1.24514 -6.80639 4.94675
C 3.19510 -4.99004 5.13446
N 3.29624 -5.17064 3.75802
C 4.46094 -5.64386 3.16905
C 5.46263 -6.27420 3.90237
C 6.60803 -6.73563 3.27800
C 6.77001 -6.55023 1.91900
C 5.75323 -5.96906 1.17763
C 4.57789 -5.54523 1.76899
C 3.44836 -5.04442 0.92867
C 3.09861 -3.54286 1.09387
O 2.68806 -2.94130 0.10301
O 3.20181 -3.05068 2.24649
H 4.40303 -3.21134 7.76612
H 2.66521 -4.52363 8.95168
H 1.24226 -6.10885 7.68916
H 3.01066 -4.30963 3.22722
H 5.35134 -6.38620 4.97402
H 7.38447 -7.21516 3.86177
H 7.67992 -6.86378 1.43075
H 5.87295 -5.84751 0.11091
H 2.52808 -5.57647 1.19410
H 3.65781 -5.21238 -0.12743
Se 7.00188 1.42272 -0.88379
C 7.72622 -0.17897 -1.08971
N 8.23029 -1.20541 -1.24359
*
```

For the energy, the calculation gives -5889.44597 Eh. The HOMO energy comes out at -2.1 eV. The value obtained for the relative energy (zero: lowest compared OMol25 entry of this formula, charge and spin) is 139.3 kJ/mol. Its HOMO-LUMO gap is 4.78 eV. Its LUMO energy is 0.0986 Ha.